A structure of composition C47H35KN10O8S6, computed with ωB97M-V/def2-TZVPD.

```
! RIJCOSX wB97M-V def2-TZVPD def2/J DEFGRID3
* xyz -2 1
K 0.857 0.198 1.463
S 1.169 4.631 -0.382
S 5.372 0.673 -0.825
S 0.356 -2.381 0.021
S 1.762 5.587 -6.057
S 2.868 2.276 4.827
S 2.227 5.500 -3.101
O 1.844 -1.740 2.323
O -7.623 -0.727 1.689
O 1.716 -0.494 8.099
O -2.568 0.064 4.509
O 3.707 -1.520 3.554
O -1.710 2.114 4.889
O -7.106 0.315 -0.104
O 0.814 -1.151 -0.654
N 0.081 4.680 -4.102
N -1.439 -1.489 2.004
N 0.482 -0.230 4.151
N 0.593 3.407 3.816
N -6.790 -0.266 0.922
N -1.940 0.592 0.355
N 3.035 0.061 -2.090
N -0.065 4.407 -2.751
N 2.999 0.827 0.140
N 2.082 2.267 2.393
C 3.873 1.526 3.642
C -4.516 1.412 -0.265
C -0.638 -2.107 -5.071
C 4.971 -2.783 -0.307
C 2.087 -0.916 5.794
C -2.995 -0.049 0.886
C 3.306 1.645 2.415
C -0.715 -3.411 -4.603
C 4.560 -3.322 -2.610
C -3.425 2.076 -0.766
C -2.145 1.622 -0.437
C 0.073 0.170 6.472
C 5.181 1.157 0.821
C -1.020 4.278 -4.900
C -3.463 -2.680 3.495
C -1.170 -2.384 2.928
C 1.645 -0.803 4.487
C 3.228 -3.574 -2.308
C -0.943 -3.654 -3.256
C -2.513 4.526 -6.767
C -5.105 -1.387 2.178
C 1.701 2.649 3.567
C -1.409 4.961 -6.049
C -1.097 -2.601 -2.354
C 1.287 -0.410 6.802
C -1.766 3.181 -4.468
C 3.625 0.486 -0.935
C 3.643 -3.026 -0.005
C -3.776 -1.734 2.505
C 2.763 -3.445 -1.003
C -2.866 2.756 -5.193
C -4.333 0.304 0.587
C 3.865 1.196 1.142
C -1.050 -1.294 -2.844
C 1.243 5.249 -4.509
C -1.662 0.864 4.792
C 1.345 -3.798 -0.686
C 5.437 -2.938 -1.607
C -2.152 -2.988 3.728
C 2.490 -1.397 3.350
C -0.293 0.244 5.132
C 0.951 4.778 -2.029
C -3.243 3.423 -6.351
C -1.228 -2.828 -0.891
C -0.818 -1.050 -4.188
C -5.387 -0.448 1.233
C -2.712 -1.119 1.823
H -2.807 5.068 -7.657
H 0.845 -4.172 -1.574
H -0.595 -4.241 -5.288
H -5.511 1.738 -0.514
H -3.435 1.901 -4.848
H 5.636 -2.450 0.479
H 4.912 -3.432 -3.630
H -0.851 5.824 -6.372
H -1.470 -3.858 -0.623
H -0.140 2.989 4.413
H -0.593 0.568 7.230
H 3.603 -0.529 -2.674
H 0.166 3.680 2.937
H -4.264 -3.137 4.066
H 6.474 -2.732 -1.843
H 2.103 -0.302 -1.920
H 2.544 -3.877 -3.095
H -1.186 -0.469 -2.157
H -1.256 2.126 -0.811
H -1.015 -4.678 -2.903
H -1.470 2.682 -3.557
H 4.752 0.977 3.929
H -4.106 3.093 -6.918
H -1.859 -3.680 4.506
H -1.947 -2.147 -0.442
H 3.047 -1.367 6.003
H -0.448 -1.913 -6.119
H -3.547 2.946 -1.398
H 6.035 1.433 1.416
H -5.927 -1.891 2.665
H 1.078 -0.031 8.649
H -0.774 -0.030 -4.549
H 3.275 -2.860 1.003
H -0.120 -2.643 3.024
H 1.297 -4.546 0.110
*
```

electronic energy = -5950.7669 a.u.
HOMO energy = -2.47 eV
energy above the lowest of the compared OMol25 structures with the same formula, charge and spin = 24.11 kcal per mole
gap between HOMO and LUMO = 5.18 eV

Atomic partial charges in e from the Mulliken method, atoms 1 to 8:
1. K 0.604
2. S -0.350
3. S -0.302
4. S 0.859
5. S -0.467
6. S -0.320
7. S -0.178
8. O -0.149

A structure of composition C47H36F6INO3Ta, computed with ωB97M-V/def2-TZVPD.

```
! RIJCOSX wB97M-V def2-TZVPD def2/J DEFGRID3
* xyz 1 1
Ta -0.158 -0.242 -0.007
I 2.188 -0.153 -1.945
F -0.912 -4.197 0.947
F -0.071 -4.021 2.917
F -1.211 -2.274 4.534
F 0.334 -1.196 3.481
F -1.654 -0.362 3.632
F 0.725 -2.824 1.298
O -0.990 0.834 -1.212
O -1.350 -1.252 1.098
O 1.237 0.473 0.946
N -1.177 1.639 1.347
C -3.065 0.097 -2.994
C -2.136 4.312 -1.201
C -1.650 -2.659 -1.341
C 1.726 -3.054 -5.061
C 3.848 3.465 -0.662
C 5.209 -0.330 3.866
C -2.134 -3.647 -2.229
C -3.018 2.368 -3.760
C -3.118 2.972 1.779
C -1.405 3.175 -1.525
C 0.280 -2.331 -2.695
C 1.478 -1.704 -3.110
C -2.719 1.429 -2.779
C -3.659 1.977 -4.930
C 1.781 3.893 1.142
C 0.429 4.577 -2.216
C 3.030 0.783 2.524
C -1.402 -2.190 2.149
C -0.299 5.710 -1.882
C -0.584 2.190 2.424
C -0.407 -3.339 1.822
C -0.177 -3.343 -3.584
C -2.527 3.506 2.907
C -1.404 -3.998 -3.317
C 0.789 1.765 2.877
C -0.120 3.316 -2.034
C 3.332 4.746 -0.492
C -3.004 1.592 -0.292
C -3.994 0.648 -5.138
C -1.237 3.130 3.211
C -2.040 1.801 -1.464
C 3.810 1.563 3.374
C 2.295 2.615 0.985
C -3.693 -0.295 -4.164
C -0.966 -1.503 3.476
C -0.460 -1.984 -1.509
C -2.816 -2.706 2.332
C -2.416 2.066 1.008
C 1.836 1.433 1.826
C -1.584 5.575 -1.371
C 4.444 -1.107 3.013
C 2.193 -2.018 -4.224
C 4.888 1.011 4.044
C 0.565 -3.689 -4.742
C 3.340 2.415 0.084
C 3.356 -0.554 2.345
C 2.302 4.956 0.409
H -4.482 0.348 -6.057
H 0.681 0.887 3.512
H -3.482 -1.863 2.505
H -2.865 -3.381 3.182
H -3.942 -1.339 -4.313
H 0.178 -4.474 -5.380
H 0.127 6.694 -2.025
H -3.055 4.222 3.524
H -1.742 -4.772 -3.997
H -3.217 0.520 -0.245
H -3.953 2.089 -0.484
H 3.743 5.577 -1.052
H 3.806 1.437 0.018
H -2.283 -2.437 -0.496
H 3.590 2.618 3.498
H 1.895 5.949 0.548
H -2.827 -0.651 -2.250
H 2.284 -3.319 -5.948
H -4.113 3.271 1.476
H 0.450 2.438 -2.312
H -0.726 3.546 4.069
H 4.666 3.292 -1.350
H 3.101 -1.487 -4.474
H -2.164 6.452 -1.116
H 2.766 -1.177 1.688
H -3.885 2.719 -5.684
H -3.140 -3.240 1.442
H -3.081 -4.132 -2.022
H 1.428 4.672 -2.625
H 6.054 -0.761 4.387
H 4.688 -2.151 2.864
H -2.753 3.409 -3.631
H 1.193 2.545 3.522
H 0.968 4.088 1.829
H -3.152 4.227 -0.836
H 5.485 1.630 4.701
*
```

electronic energy = -3046.9997 a.u.
HOMO energy = -10.63 eV
energy above the lowest of the compared OMol25 structures with the same formula, charge and spin = 3.59 kcal per mole
gap between HOMO and LUMO = 7.83 eV

Atomic partial charges in e from the Mulliken method, atoms 1 to 8:
1. Ta -1.679
2. I 0.074
3. F -0.274
4. F -0.299
5. F -0.283
6. F -0.218
7. F -0.295
8. F -0.108

A structure of composition C47H38BrN2O5W, computed with ωB97M-V/def2-TZVPD.

```
! RIJCOSX wB97M-V def2-TZVPD def2/J DEFGRID3
* xyz 1 1
W 0.199 0.434 0.011
Br -2.852 7.232 1.228
O 4.235 1.984 -0.182
O 4.448 0.748 1.705
O 1.062 -0.553 1.262
O 0.302 2.181 0.447
O 1.495 -0.134 -1.191
N -1.881 0.857 -0.011
N -0.652 -1.332 -0.464
C 1.409 4.437 -2.484
C 0.255 1.914 -2.292
C 3.834 -1.651 3.262
C -2.022 -1.423 -0.593
C 0.268 1.253 3.035
C 4.660 -0.119 -2.102
C 0.068 4.265 -2.787
C 3.307 0.234 1.053
C 0.669 2.926 4.712
C 1.481 -2.103 3.418
C 0.062 -2.490 -0.643
C 5.467 -0.675 -3.082
C 3.416 0.398 -2.431
C -0.453 5.707 0.984
C -4.116 -0.220 -0.493
C 2.020 2.624 4.684
C 3.774 -0.261 -4.722
C 2.138 -0.133 2.048
C -2.722 -0.215 -0.358
C 5.027 -0.748 -4.392
C -4.776 -1.395 -0.829
C -0.367 3.336 0.605
C 4.087 -2.777 4.030
C 2.975 0.310 -3.749
C 4.938 1.920 1.046
C -0.538 -3.689 -0.965
C 4.676 3.179 1.881
C 3.001 1.340 -0.004
C -2.697 -2.621 -0.925
C -1.845 5.642 0.958
C -1.913 -3.781 -1.116
C -0.505 3.005 -2.706
C -0.209 2.223 3.904
C -2.511 4.459 0.740
C -2.465 2.062 0.255
C 1.608 2.101 -1.943
C -1.790 3.261 0.535
C 2.527 -1.316 2.942
C 2.177 3.362 -2.061
C -4.098 -2.577 -1.037
C 1.740 -3.221 4.187
C 6.429 1.779 0.758
C 2.504 1.651 3.825
C 3.046 -3.565 4.489
C 1.642 0.991 2.957
C 2.407 0.905 -1.397
C 0.279 4.544 0.815
H 4.654 -1.049 2.907
H 6.438 -1.065 -2.817
H 5.253 3.137 2.799
H -2.386 -4.715 -1.367
H -3.589 4.432 0.721
H 1.994 0.679 -4.013
H 1.864 5.411 -2.574
H 5.018 -0.092 -1.087
H 1.360 4.570 0.831
H 6.983 1.727 1.690
H 6.758 2.639 0.183
H 5.106 -3.041 4.264
H 0.084 -4.559 -1.100
H -1.539 2.865 -2.986
H -5.850 -1.374 -0.927
H 3.220 3.490 -1.809
H 0.919 -3.824 4.545
H 1.137 -2.395 -0.524
H -3.544 2.124 0.220
H 2.304 2.057 0.485
H 6.618 0.879 0.184
H 3.623 3.277 2.133
H -4.700 0.671 -0.341
H -0.468 0.639 2.473
H -0.529 5.107 -3.100
H 0.463 -1.847 3.155
H 5.654 -1.191 -5.151
H -4.632 -3.480 -1.282
H 3.550 1.390 3.830
H 2.699 3.135 5.347
H 0.296 3.678 5.389
H 3.251 -4.449 5.072
H 3.414 -0.333 -5.737
H -0.171 0.889 -2.379
H 3.569 -0.713 0.547
H -1.271 2.408 3.968
H 4.987 4.046 1.302
H 0.046 6.650 1.132
*
```

electronic energy = -4940.4660 a.u.
HOMO energy (spin up / spin down) = -9.46 / -9.47 eV
energy above the lowest of the compared OMol25 structures with the same formula, charge and spin = 13.47 kcal per mole
gap between HOMO and LUMO (spin up / spin down) = 5.24 / 5.27 eV

Atomic partial charges in e from the Mulliken method, atoms 1 to 8:
1. W -0.620
2. Br -0.163
3. O -0.342
4. O -0.401
5. O -0.424
6. O 1.221
7. O -0.686
8. N 0.623

A structure of composition C47H39N2P2PdSe2Si, computed with ωB97M-V/def2-TZVPD.

```
! RIJCOSX wB97M-V def2-TZVPD def2/J DEFGRID3
* xyz 3 5
Pd -0.280 -0.931 1.054
Se 0.856 -3.602 1.864
Se -1.329 -2.881 2.420
P -2.375 0.081 0.371
P 3.448 0.250 -0.459
Si 0.225 2.472 -0.035
N -0.186 -0.560 3.334
N 0.042 -2.498 -0.585
C -1.908 3.975 -0.994
C -1.042 -1.904 5.136
C 3.810 1.906 -2.933
C 6.235 -3.176 -1.420
C -0.800 -1.648 3.806
C 0.064 0.163 5.596
C 1.745 -0.173 -0.263
C 0.230 -3.529 -2.727
C 4.010 -2.272 -1.381
C 0.547 -3.609 -0.037
C -5.267 -0.272 3.909
C -3.235 4.340 -1.172
C 0.749 -4.677 -2.150
C -0.602 -0.956 6.057
C 0.898 -4.729 -0.768
C -2.588 1.821 -0.163
C -3.275 0.607 2.894
C -4.690 -0.914 1.660
C 3.110 1.608 -1.641
C -2.913 -0.883 -1.054
C -2.981 -0.299 -2.321
C 2.423 4.009 -3.365
C -3.920 2.200 -0.328
C 4.516 -1.112 -0.791
C 3.481 2.543 0.660
C -3.536 -3.010 -2.013
C -1.556 2.719 -0.493
C 1.576 4.113 -2.330
C -0.129 -2.471 -1.908
C 1.542 3.090 -1.229
C -3.605 -2.421 -3.272
C 6.736 -2.019 -0.836
C -5.543 -0.989 2.754
C 3.452 2.978 -3.653
C 0.425 2.814 1.775
C -3.549 -0.116 1.729
C 0.255 0.325 4.229
C -3.178 -2.251 -0.914
C 3.039 2.868 -0.727
C -4.242 3.452 -0.830
C 5.880 -0.978 -0.518
C 1.580 1.658 -1.836
C -4.134 0.532 3.977
C 3.884 1.295 0.915
C -3.322 -1.072 -3.424
C 4.877 -3.304 -1.692
C 0.782 0.741 -0.817
H 4.503 -4.208 -2.153
H -4.718 1.514 -0.072
H 1.016 -5.530 -2.759
H 3.992 3.139 -4.578
H 3.663 3.685 -1.089
H 6.910 -3.984 -1.668
H 0.915 4.969 -2.290
H -6.435 -1.598 2.693
H 1.265 -5.617 -0.272
H -3.769 -4.060 -1.890
H 3.560 3.337 1.396
H -0.065 0.274 -1.328
H -0.584 -1.579 -2.321
H 2.375 4.796 -4.108
H -0.766 -1.108 7.116
H 0.361 3.899 1.906
H 1.373 2.481 2.193
H -3.387 -0.609 -4.400
H -1.135 4.692 -1.243
H 6.270 -0.076 -0.062
H -3.117 -2.726 0.058
H -3.893 -3.014 -4.130
H -1.547 -2.808 5.448
H -3.479 5.318 -1.563
H 7.794 -1.930 -0.630
H -2.405 1.252 2.945
H -3.931 1.113 4.867
H 4.594 1.248 -3.287
H 4.295 0.944 1.851
H -4.940 -1.453 0.757
H -5.942 -0.324 4.753
H 2.951 -2.360 -1.599
H -0.402 2.376 2.337
H -5.280 3.727 -0.953
H 0.439 0.913 6.279
H 1.223 1.517 -2.853
H -2.794 0.759 -2.455
H 0.774 1.189 3.844
H 0.083 -3.455 -3.796
*
```

electronic energy = -7825.8165 a.u.
HOMO energy (spin up / spin down) = -15.44 / -15.50 eV
energy above the lowest of the compared OMol25 structures with the same formula, charge and spin = 42.23 kcal per mole
gap between HOMO and LUMO (spin up / spin down) = 6.95 / 5.48 eV

Atomic partial charges in e from the Mulliken method, atoms 1 to 8:
1. Pd -0.316
2. Se 0.097
3. Se 0.056
4. P 2.237
5. P 1.690
6. Si 0.838
7. N 0.309
8. N 1.446

A structure of composition C47H40BrCl3F3GeN4O2PSSn, computed with ωB97M-V/def2-TZVPD.

```
! RIJCOSX wB97M-V def2-TZVPD def2/J DEFGRID3
* xyz 0 1
Sn 1.073 -0.164 1.749
Br -4.454 6.101 5.364
Ge -0.349 3.839 -0.508
Cl -0.124 -2.882 3.319
Cl 2.484 -2.992 1.326
Cl -1.964 -4.639 4.764
S 2.021 -0.274 4.182
P -0.109 -3.158 -0.786
F -1.768 0.103 0.338
F -2.239 0.987 2.261
F -2.426 -1.144 1.999
O -0.205 2.763 0.953
O 0.330 1.965 2.911
N 3.333 0.000 -0.360
N 3.218 1.358 2.006
N 3.255 1.986 3.202
N 2.702 1.956 5.388
C 0.351 -2.579 -4.813
C -1.329 -4.274 -4.614
C -2.577 5.437 -1.454
C -1.749 4.880 2.490
C -3.133 5.128 4.418
C -1.566 -0.104 1.712
C 0.410 2.872 -2.006
C 2.174 -4.422 0.370
C 4.904 1.558 -1.228
C 1.244 1.706 -4.394
C -2.702 5.600 3.192
C 4.764 3.097 1.243
C -0.363 -3.310 -2.617
C 2.697 1.334 4.189
C -2.224 4.218 -0.880
C 3.943 1.852 1.064
C 1.016 -5.722 -1.256
C 0.407 -2.480 -3.429
C -0.309 2.779 2.268
C 3.061 -5.475 0.572
C -1.665 3.256 4.253
C -4.522 3.507 -1.008
C 5.041 0.801 -2.377
C -4.868 4.723 -1.584
C -0.385 1.918 -2.641
C -3.896 5.688 -1.804
C -4.036 -4.030 -0.073
C -0.518 -3.477 -5.411
C 1.631 3.226 -2.573
C -3.204 3.253 -0.657
C 1.891 -6.774 -1.061
C -2.862 -3.489 -0.566
C 0.025 1.344 -3.834
C 3.464 -0.714 -1.467
C -1.623 -3.985 -0.153
C 4.039 1.126 -0.219
C -1.585 -5.010 0.787
C 1.125 -4.523 -0.545
C -1.549 -2.962 4.358
C 2.051 2.637 -3.757
C -2.607 3.970 4.969
C -2.767 -5.552 1.278
C -3.991 -5.070 0.846
C 2.918 -6.651 -0.138
C -1.245 -4.202 -3.232
C 4.306 -0.365 -2.512
C -1.245 3.689 2.995
H -5.897 4.917 -1.858
H 4.604 3.497 2.238
H 0.223 -5.828 -1.981
H 2.226 1.526 6.158
H 0.451 5.082 -0.087
H -1.323 -2.447 5.283
H 5.825 2.877 1.111
H -2.948 3.629 5.936
H 1.049 -1.734 -2.976
H 4.392 -0.993 -3.388
H -4.989 -3.635 -0.404
H -1.881 -4.840 -2.635
H -3.110 6.515 2.784
H -1.261 2.331 4.640
H 1.769 -7.689 -1.625
H 3.862 -5.362 1.291
H -1.329 1.618 -2.201
H 5.476 2.468 -1.110
H 2.978 2.921 5.438
H -0.608 0.613 -4.318
H -1.821 6.198 -1.622
H 1.564 1.261 -5.328
H 0.984 -1.947 -5.424
H -2.379 -2.521 3.823
H -4.161 6.640 -2.248
H -0.573 -3.548 -6.490
H 2.880 -1.628 -1.508
H 3.610 -7.467 0.027
H -0.637 -5.389 1.146
H -5.278 2.753 -0.828
H 2.260 3.964 -2.086
H -2.943 2.311 -0.185
H -2.723 -6.356 2.002
H 5.728 1.110 -3.156
H -4.911 -5.488 1.237
H -2.029 -4.962 -5.073
H 4.482 3.850 0.502
H 3.011 2.904 -4.182
H -2.897 -2.664 -1.267
H -1.400 5.283 1.555
*
```

electronic energy = -9469.4990 a.u.
HOMO energy = -7.01 eV
energy above the lowest of the compared OMol25 structures with the same formula, charge and spin = 20.12 kcal per mole
gap between HOMO and LUMO = 7.15 eV

Atomic partial charges in e from the Mulliken method, atoms 1 to 8:
1. Sn 1.196
2. Br -0.193
3. Ge 0.296
4. Cl 0.035
5. Cl -0.033
6. Cl -0.186
7. S -0.512
8. P 1.113